Entry 1:
# C4H5N3O

A single C4H5N3O molecule (ωB97M-V with the def2-TZVPD basis set, the Open Molecules 2025 dataset).

Output
- Structure (SMILES): O=C1NN=C[C@@H]2N[C@@H]12
- Lowest unoccupied orbital energy: 0.681 eV
- Energy: -10742.0123 eV
- HOMO energy: -9.51 eV
- Kohn-Sham gap: 10.19 eV

XYZ file:
```
13
Properties=species:S:1:pos:R:3:forces:R:3:mulliken_charge:R:1
O 0.972 0.927 1.823 0.69 0.59 1.01 -0.59
C 0.424 0.265 1.001 0.64 0.05 -0.60 0.47
N -0.946 0.131 0.942 -2.77 1.59 4.57 0.24
N -1.794 -0.286 0.001 0.32 -0.57 -3.39 -0.77
C -1.277 -0.375 -1.207 -1.97 -1.86 -0.05 -0.33
C 0.130 0.050 -1.207 -0.34 0.08 -2.27 -0.10
N 1.597 -0.379 -1.327 1.73 4.24 -0.77 -0.64
C 0.876 -0.542 -0.156 -0.17 0.43 3.07 -0.15
H -1.520 0.476 1.794 1.82 -0.83 -1.79 0.31
H -1.966 -0.799 -2.023 1.27 1.02 1.28 0.36
H 0.150 1.111 -1.183 -0.29 1.07 0.18 0.41
H 1.998 0.673 -1.119 -0.26 -3.27 -1.50 0.36
H 0.649 -1.520 0.051 -0.68 -2.55 0.27 0.43
```
Positions in Å, forces in eV/Å.

=====

Entry 2:
# C5H18NO2S2

3 unconnected molecules or ions with the total composition C5H18NO2S2 (ωB97M-V with the def2-TZVPD basis set, the Open Molecules 2025 dataset).

Output
- 2S+1: 2
- Lowest unoccupied orbital energy (spin up / spin down): 0.438 / 0.388 eV
- Energy: -32729.1920 eV
- HOMO energy (spin up / spin down): -3.07 / -9.47 eV
- Kohn-Sham gap (spin up / spin down): 3.50 / 9.86 eV

XYZ file:
```
28
Properties=species:S:1:pos:R:3:forces:R:3:lowdin_spin:R:1
N 0.127 -1.837 -0.336 -0.91 -1.64 0.27 0.05
C 0.477 -2.422 0.979 0.25 0.68 0.24 0.04
C 0.889 -1.352 2.009 0.11 -1.45 -0.79 0.01
S -0.437 -0.538 2.898 0.87 -0.23 1.30 0.01
S -1.612 0.468 1.671 -0.80 0.54 -0.75 0.03
C -1.196 2.258 1.629 0.69 -0.99 -0.60 0.00
C -0.099 2.610 0.617 0.05 0.37 -0.16 0.01
C -0.574 3.516 -0.527 0.54 0.14 0.25 0.01
H 0.141 -2.643 -1.130 0.72 1.27 0.14 0.03
H -0.883 -1.689 -0.383 0.02 0.72 0.24 0.04
H 0.606 -0.961 -0.577 -0.01 -0.41 -0.55 0.02
H -0.378 -3.041 1.258 0.28 0.03 0.38 0.01
H 1.372 -3.031 0.874 -0.16 -0.30 -0.40 0.02
H 1.494 -1.912 2.720 -0.47 0.02 0.80 0.00
H 1.688 -0.796 1.546 -0.13 1.12 -0.29 0.00
H -0.944 2.649 2.606 -0.34 -0.09 0.29 0.00
H -2.162 2.592 1.284 -0.34 0.59 0.08 0.00
H 0.269 1.727 0.126 0.23 -0.67 0.05 0.01
H 0.766 3.021 1.154 -0.26 0.17 -0.21 0.00
H 0.274 4.007 -0.983 0.42 0.02 -0.24 0.00
H -1.059 2.951 -1.329 -0.30 0.14 0.33 0.01
H -1.178 4.339 -0.167 -0.52 0.00 0.01 0.00
H 0.316 0.751 -2.317 -0.37 0.70 -0.19 0.02
H 0.659 -0.540 -3.077 0.10 -0.06 0.24 0.07
O 0.799 -0.065 -2.230 0.35 -0.34 -0.12 0.14
H 0.949 -2.961 -2.953 -0.21 -0.37 -0.38 0.14
H -0.409 -3.917 -2.885 0.46 0.15 -0.20 0.08
O 0.103 -3.184 -2.476 -0.26 -0.11 0.27 0.25
```
Positions in Å, forces in eV/Å.